[1]
Density functional theory data (wB97M-V/def2-TZVPD) for a molecular structure, C21H41HgO13S5 in a non-equilibrium geometry.

The value obtained for the energy is -107402.750 eV. Its total charge is +1. The value obtained for the energy above the lowest of the compared OMol25 structures with the same formula, charge and spin is 0.0 kcal per mole. As for the LUMO energy: -5.45 eV. For the maximum force, the calculation gives 1.19 eV Å⁻¹. The value obtained for the HOMO energy is -0.4477 hartree.

Cartesian coordinates (Å):
Hg: -0.808 -3.281 -0.331
O: -0.602 0.514 0.662
C: -0.711 -0.729 0.196
O: -0.715 -1.655 1.094
O: -0.788 -0.979 -1.017
H: -0.464 0.336 1.621
C: -0.077 -1.897 -5.405
C: -1.586 -1.663 -5.414
C: -2.099 -2.306 -4.120
S: -1.031 -3.711 -3.797
O: -1.718 -4.953 -3.982
O: -0.336 -3.468 -2.517
C: 0.100 -3.380 -5.116
H: 0.382 -1.311 -4.606
H: 0.444 -1.638 -6.323
H: -2.027 -2.151 -6.284
H: -1.836 -0.605 -5.400
H: -3.125 -2.667 -4.106
H: -1.941 -1.616 -3.287
H: -0.328 -3.974 -5.932
H: 1.111 -3.754 -4.980
C: -4.072 3.162 3.549
C: -2.802 3.612 2.838
C: -1.689 2.703 3.356
S: -2.048 2.486 5.104
O: -1.216 3.329 5.919
O: -2.133 1.070 5.372
C: -3.718 3.160 5.028
H: -4.452 2.188 3.233
H: -4.897 3.854 3.366
H: -2.567 4.627 3.168
H: -2.853 3.607 1.751
H: -0.665 3.038 3.217
H: -1.753 1.680 2.982
H: -3.621 4.189 5.379
H: -4.371 2.608 5.696
C: 1.587 -1.734 6.249
C: 0.538 -2.554 5.466
C: 0.535 -2.101 3.989
S: 1.432 -0.548 3.988
O: 0.738 0.460 3.214
O: 2.805 -0.829 3.624
C: 1.411 -0.327 5.754
H: 2.569 -2.149 6.024
H: 1.398 -1.852 7.313
H: -0.453 -2.388 5.889
H: 0.712 -3.627 5.555
H: -0.499 -1.895 3.721
H: 0.979 -2.766 3.255
H: 0.448 0.126 6.012
H: 2.175 0.411 5.997
C: 2.870 -0.134 -0.932
C: 2.626 -1.011 -2.181
C: 3.260 -2.358 -1.933
S: 2.847 -2.736 -0.246
O: 3.875 -3.517 0.356
O: 1.488 -3.274 -0.213
C: 2.927 -1.037 0.296
H: 2.072 0.596 -0.819
H: 3.809 0.404 -1.030
H: 3.037 -0.510 -3.054
H: 1.550 -1.108 -2.352
H: 4.350 -2.311 -1.921
H: 2.922 -3.134 -2.615
H: 3.897 -0.982 0.794
H: 2.253 -0.804 1.118
C: -0.826 3.470 -4.243
C: -0.968 3.151 -2.764
C: -0.062 1.982 -2.492
S: 1.384 2.238 -3.543
O: 1.577 1.102 -4.413
O: 2.469 2.726 -2.744
C: 0.665 3.615 -4.449
H: -1.382 4.363 -4.526
H: -1.215 2.646 -4.851
H: -1.999 2.927 -2.482
H: -0.708 4.033 -2.174
H: -0.476 1.031 -2.837
H: 0.248 1.808 -1.465
H: 1.100 3.750 -5.433
H: 1.045 4.426 -3.816

[2]
Density functional theory data (wB97M-V/def2-TZVPD) for 3 unconnected molecules or ions with the total composition C21H41N3O12P2 in a non-equilibrium geometry.

The value obtained for the energy is -70035.441 eV. As for the LUMO energy: -2.28 eV. For the maximum force, the calculation gives 10.31 eV Å⁻¹. The value obtained for the HOMO energy is -0.3117 hartree.

Cartesian coordinates (Å):
C: 3.996 -3.544 3.770
C: 3.604 -4.813 3.035
C: 2.356 -4.729 1.926
C: 1.694 -3.239 2.093
N: 0.835 -2.903 3.289
N: 0.161 -1.766 3.616
C: 0.242 -0.618 2.671
C: -0.635 0.750 3.066
O: -2.047 0.259 3.203
C: -2.658 0.056 1.880
C: -2.787 -1.511 1.407
O: -3.148 -2.456 2.476
C: -3.876 -3.627 1.965
C: -2.989 -5.000 1.843
C: 1.135 -0.595 1.256
C: 1.200 0.709 0.239
O: 2.020 1.745 0.509
O: 0.322 0.759 -0.964
C: 1.922 -2.039 0.950
C: 2.807 -2.216 -0.418
C: 4.271 -2.925 -0.218
N: 4.373 -4.153 -1.141
H: 4.715 -2.748 3.271
H: 3.557 -3.266 4.820
H: 4.174 -5.835 3.253
H: 1.535 -5.515 2.271
H: 2.697 -4.995 0.839
H: 0.748 -3.703 3.990
H: -0.526 1.580 2.249
H: -0.274 1.219 4.092
H: -3.768 0.496 1.866
H: -2.055 0.616 1.030
H: -1.708 -1.836 1.023
H: -3.486 -1.543 0.469
H: -4.755 -3.863 2.738
H: -4.407 -3.466 0.929
H: -2.261 -5.022 0.900
H: -3.755 -5.896 1.653
H: -2.413 -5.296 2.836
H: 2.124 -2.714 -1.239
H: 3.027 -1.114 -0.821
H: 5.173 -2.219 -0.557
H: 4.501 -3.289 0.874
H: 3.432 -4.441 -1.489
H: 4.792 -4.966 -0.632
C: -1.238 4.786 2.160
O: -2.581 4.383 1.966
P: -3.679 5.584 1.379
O: -3.254 6.548 2.497
O: -4.960 4.693 1.919
C: -4.851 3.992 3.149
O: -4.777 6.786 0.792
C: -4.164 7.801 0.022
H: -0.618 3.888 2.249
H: -0.886 5.382 1.318
H: -1.146 5.353 3.098
H: -4.203 4.510 3.861
H: -4.482 2.984 2.953
H: -5.849 3.923 3.590
H: -3.564 7.356 -0.777
H: -3.533 8.431 0.655
H: -4.945 8.421 -0.425
C: 1.563 -1.456 -6.062
O: 1.134 -0.220 -5.522
P: 1.836 1.211 -6.197
O: 3.248 0.649 -5.969
O: 1.396 2.071 -4.857
C: 1.475 1.457 -3.579
O: 2.538 2.641 -6.871
C: 2.966 2.498 -8.211
H: 0.850 -2.231 -5.759
H: 1.602 -1.412 -7.151
H: 2.547 -1.726 -5.652
H: 2.289 0.730 -3.522
H: 0.517 0.984 -3.352
H: 1.668 2.238 -2.839
H: 2.151 2.102 -8.824
H: 3.831 1.832 -8.266
H: 3.251 3.481 -8.594

[3]
Density functional theory data (wB97M-V/def2-TZVPD) for 7 unconnected molecules or ions with the total composition C21H42BBr12NO5 in a non-equilibrium geometry.

The value obtained for the energy is -875375.351 eV. As for the LUMO energy: 0.10 eV. For the maximum force, the calculation gives 1.55 eV Å⁻¹. The value obtained for the HOMO energy is -0.3533 hartree.

Cartesian coordinates (Å):
C: 0.285 -0.338 -3.070
C: -0.986 -0.576 -2.293
N: -1.654 -1.643 -2.525
C: -1.394 0.459 -1.260
C: -1.108 1.885 -1.687
O: -1.393 2.286 -2.801
O: -0.647 2.723 -0.733
C: 0.567 2.306 -0.015
C: 1.747 3.127 -0.574
C: 3.071 2.370 -0.666
C: 3.536 1.695 0.631
C: 3.593 0.188 0.516
O: 3.625 -0.344 1.826
B: 0.224 2.461 1.544
O: 1.058 3.095 2.447
O: -0.911 1.844 1.997
H: 0.946 0.365 -2.558
H: 0.787 -1.286 -3.251
H: 0.025 0.132 -4.022
H: -2.504 -1.682 -1.962
H: -2.479 0.417 -1.125
H: -0.947 0.208 -0.298
H: 0.762 1.252 -0.233
H: 1.895 4.053 -0.009
H: 1.457 3.434 -1.584
H: 3.836 3.085 -0.982
H: 3.014 1.625 -1.467
H: 2.917 1.970 1.486
H: 4.547 2.041 0.866
H: 2.724 -0.195 -0.035
H: 4.506 -0.091 -0.022
H: 3.809 -1.287 1.780
H: 1.319 3.980 2.170
H: -1.021 1.982 2.956
Br: 3.882 -3.545 3.452
C: 3.009 -2.018 4.283
C: 3.901 -1.324 5.277
Br: 4.093 -2.350 6.910
H: 2.100 -2.398 4.737
H: 2.748 -1.348 3.473
H: 3.457 -0.375 5.570
H: 4.903 -1.153 4.897
Br: -1.442 -3.583 -5.449
C: -1.942 -1.858 -6.175
C: -1.167 -1.516 -7.417
Br: 0.675 -1.013 -7.023
H: -1.791 -1.136 -5.378
H: -3.003 -1.927 -6.406
H: -1.604 -0.657 -7.919
H: -1.116 -2.351 -8.105
Br: -1.616 3.642 4.832
C: -2.679 5.156 4.233
C: -2.789 5.197 2.731
Br: -1.141 5.797 1.888
H: -2.204 6.045 4.635
H: -3.659 5.029 4.685
H: -3.548 5.913 2.427
H: -3.013 4.223 2.307
Br: -2.669 -2.086 -10.670
C: -0.897 -2.668 -11.224
C: 0.055 -1.512 -11.378
Br: -0.309 -0.477 -12.983
H: -1.030 -3.222 -12.147
H: -0.546 -3.339 -10.443
H: 1.074 -1.875 -11.481
H: 0.000 -0.821 -10.542
Br: -1.407 -3.728 8.026
C: -0.041 -4.872 7.247
C: 0.779 -4.126 6.230
Br: -0.197 -3.830 4.568
H: -0.554 -5.724 6.813
H: 0.584 -5.200 8.073
H: 1.664 -4.694 5.951
H: 1.078 -3.147 6.593
Br: -1.449 -0.150 5.516
C: -3.059 -0.308 4.441
C: -4.302 -0.194 5.281
Br: -4.599 -1.795 6.343
H: -2.994 -1.266 3.933
H: -3.015 0.498 3.711
H: -5.180 -0.085 4.648
H: -4.248 0.636 5.978